61
Properties=species:S:1:pos:R:3:mulliken_spin:R:1 method="wB97M-V/def2-TZVPD" total_energy_ha=-5750.30193 spin_multiplicity=2 homo_ev="-6.507 / -7.094" s_squared=0.765 relative_energy_kcal_mol=0.9 homo_lumo_gap_ev="6.18 / 6.54" lumo_energy_ev="-0.33 / -0.55"
Cu 2.204 -1.446 -2.235 0.079
C -3.111 2.257 5.843 -0.001
C -2.282 1.940 4.616 0.009
C -1.079 2.465 4.248 0.002
C -0.276 2.063 3.161 -0.009
C 1.122 2.672 3.015 0.007
C -0.792 1.138 2.308 0.109
Te 0.629 0.304 0.859 0.250
N 1.522 -1.528 -0.301 0.580
C 0.796 -2.574 -0.692 -0.065
O 1.021 -2.916 -1.914 0.061
C -0.145 -3.284 0.152 -0.002
C -0.300 -3.026 1.503 0.040
C -1.313 -3.764 2.222 0.013
C -2.231 -4.566 1.561 -0.005
C -2.039 -4.797 0.231 0.005
C -1.070 -4.097 -0.469 -0.007
C -0.489 0.833 -0.894 0.042
C -1.390 -0.074 -1.479 -0.017
C -1.869 0.130 -2.771 0.002
C -1.416 1.220 -3.451 -0.001
C -0.578 2.188 -2.874 0.000
C -0.138 2.024 -1.575 -0.031
C 0.786 3.086 -0.975 -0.002
C -2.163 0.704 2.469 -0.054
C -2.800 -0.139 1.372 0.024
C -2.809 1.048 3.639 -0.003
H -4.119 2.601 5.665 0.000
H -2.643 2.969 6.565 0.000
H -3.323 1.315 6.419 0.001
H -0.637 3.185 4.928 0.001
H 1.418 3.497 3.725 0.001
H 1.304 3.068 1.978 -0.008
H 1.929 1.884 3.123 0.001
H 0.304 -2.310 2.034 -0.025
H -1.467 -3.499 3.236 0.000
H -3.054 -5.068 2.092 0.000
H -2.630 -5.613 -0.258 0.000
H -1.030 -4.120 -1.564 0.004
H -1.831 -0.942 -0.938 -0.003
H -2.618 -0.533 -3.189 0.000
H -1.773 1.413 -4.472 0.000
H -0.304 3.079 -3.408 0.000
H 0.744 3.939 -1.720 0.001
H 1.831 2.754 -0.730 -0.005
H 0.347 3.497 -0.014 0.003
H -2.197 -1.055 1.230 -0.001
H -2.963 0.493 0.491 -0.001
H -3.771 -0.556 1.715 0.001
H -3.756 0.518 3.796 0.000
Br 7.464 -1.027 -3.954 0.000
C 5.698 -0.519 -4.039 0.001
C 5.282 0.172 -5.189 0.004
C 3.946 0.550 -5.382 -0.003
C 3.068 -0.071 -4.494 0.005
N 3.452 -0.779 -3.385 -0.003
C 4.781 -0.839 -3.065 0.001
H 6.083 0.290 -5.898 0.000
H 3.554 1.205 -6.142 0.000
H 2.009 -0.025 -4.579 0.000
H 5.112 -1.337 -2.149 -0.001

***

63
Properties=species:S:1:pos:R:3:lowdin_charge:R:1 method="wB97M-V/def2-TZVPD" total_energy_ha=-2372.84576 spin_multiplicity=1 charge=+1 homo_ev=-10.249 homo_lumo_gap_ev=5.38 lumo_energy_ev=-4.87
Cl 3.923 1.817 -5.604 0.746
C 2.662 0.971 -4.820 -0.649
C 1.414 1.590 -4.637 -0.074
C 0.415 0.927 -3.935 -0.010
C 0.634 -0.366 -3.392 -0.206
C -0.371 -1.021 -2.603 0.028
C -0.390 -2.406 -2.461 -0.060
C -1.455 -3.126 -1.934 0.051
C -1.376 -4.516 -1.602 -0.203
C -2.523 -5.197 -1.112 0.002
C -2.455 -6.520 -0.702 -0.076
C -1.237 -7.216 -0.797 -0.654
Cl -1.146 -8.838 -0.271 0.748
C -0.094 -6.584 -1.311 -0.074
C -0.162 -5.254 -1.709 0.008
C 1.878 -0.999 -3.668 0.008
C 2.880 -0.340 -4.370 -0.072
H 1.244 2.588 -5.031 0.118
H -0.568 1.385 -3.798 0.132
H -1.214 -0.437 -2.237 0.118
H 0.467 -2.970 -2.838 0.095
H -2.411 -2.617 -1.782 0.139
H -3.462 -4.645 -1.060 0.125
H -3.334 -7.023 -0.309 0.115
H 0.836 -7.139 -1.389 0.115
H 0.736 -4.773 -2.097 0.113
H 2.066 -2.010 -3.305 0.113
H 3.833 -0.824 -4.561 0.115
C 1.871 5.711 -0.678 0.000
C 1.632 4.219 -0.629 -0.431
O 2.057 3.455 -1.494 0.047
N 0.937 3.778 0.504 0.017
C 0.764 4.680 1.640 -0.125
C 0.904 3.943 2.948 -0.135
N 0.062 2.775 2.975 -0.089
C -0.068 2.175 4.276 -0.136
C -1.192 1.171 4.295 -0.130
N -1.086 0.222 3.190 0.017
C -1.516 -1.099 3.394 -0.430
C -2.268 -1.322 4.687 -0.002
O -1.267 -2.016 2.614 0.045
C -0.589 0.675 1.951 -0.076
C -0.656 -0.077 0.762 -0.049
N -0.269 0.405 -0.427 0.041
C 0.273 1.622 -0.509 -0.051
C 0.421 2.470 0.602 -0.076
C -0.054 1.991 1.854 -0.063
H 1.038 6.282 -0.250 0.084
H 2.804 5.955 -0.146 0.103
H 2.002 6.003 -1.723 0.093
H 1.534 5.453 1.615 0.116
H -0.220 5.170 1.594 0.143
H 1.960 3.666 3.116 0.144
H 0.601 4.589 3.780 0.134
H 0.876 1.693 4.584 0.144
H -0.273 2.978 4.994 0.134
H -1.131 0.634 5.245 0.117
H -2.158 1.697 4.259 0.143
H -2.901 -0.468 4.960 0.082
H -2.899 -2.206 4.568 0.093
H -1.557 -1.530 5.501 0.103
H -1.034 -1.090 0.769 0.096
H 0.614 1.942 -1.484 0.086

***

76
Properties=species:S:1:pos:R:3:lowdin_charge:R:1 method="wB97M-V/def2-TZVPD" total_energy_ha=-4498.67350 spin_multiplicity=1 charge=-1 homo_ev=-4.281 homo_lumo_gap_ev=6.19 lumo_energy_ev=1.91
Hf -2.783 0.723 0.540 1.041
O -1.887 1.630 2.203 -0.346
N -1.914 1.002 3.335 0.058
N -2.037 -0.242 3.173 -0.207
O -2.037 -0.769 1.985 -0.207
C -2.145 -1.095 4.325 -0.154
C -2.057 -2.458 4.114 0.000
C -2.162 -3.300 5.214 -0.075
C -2.353 -2.773 6.481 -0.092
C -2.446 -1.398 6.659 -0.078
C -2.346 -0.540 5.577 -0.009
H -1.919 -2.836 3.113 0.116
H -2.098 -4.369 5.071 0.103
H -2.438 -3.435 7.333 0.099
H -2.608 -0.986 7.644 0.102
H -2.430 0.528 5.694 0.112
S -0.272 4.159 0.577 -0.361
Sb -2.146 3.878 -0.721 0.305
S -4.107 2.927 0.794 -0.090
S -4.980 1.684 -0.601 -0.028
S -1.865 1.632 -1.624 -0.138
C 5.922 1.000 0.001 -0.049
C 4.979 1.869 -0.841 -0.519
C 5.697 2.195 -2.152 -0.045
C 4.737 3.177 -0.081 -0.041
C 3.647 1.103 -1.149 -0.423
O 4.049 -0.136 -1.721 -0.027
C 2.719 1.895 -2.108 -0.086
C 2.776 1.471 -3.579 -0.130
C 1.923 0.271 -3.895 -0.228
C 2.479 -0.951 -4.255 -0.048
C 1.681 -2.056 -4.506 -0.111
C 0.309 -1.929 -4.398 -0.678
Cl -0.703 -3.324 -4.682 0.631
C -0.278 -0.723 -4.056 -0.115
C 0.537 0.368 -3.810 -0.061
C 2.903 0.837 0.166 -0.040
N 1.667 0.104 -0.032 -0.092
C 0.451 0.467 0.350 -0.187
N -0.437 -0.436 -0.045 -0.021
C 0.318 -1.357 -0.673 -0.179
N 1.605 -1.079 -0.687 0.125
H 6.891 1.492 0.072 0.082
H 6.064 0.019 -0.446 0.085
H 5.560 0.865 1.021 0.076
H 6.657 2.663 -1.930 0.083
H 5.134 2.893 -2.767 0.083
H 5.885 1.294 -2.732 0.087
H 5.691 3.687 0.053 0.087
H 4.328 3.008 0.913 0.081
H 4.071 3.863 -0.602 0.084
H 3.282 -0.732 -1.710 0.062
H 2.959 2.955 -2.035 0.107
H 1.682 1.827 -1.772 0.107
H 3.802 1.275 -3.886 0.100
H 2.419 2.312 -4.182 0.125
H 3.556 -1.045 -4.313 0.114
H 2.117 -3.008 -4.775 0.099
H -1.351 -0.639 -3.963 0.099
H 0.075 1.302 -3.515 0.058
H 2.597 1.782 0.619 0.132
H 3.525 0.281 0.868 0.134
H 0.255 1.417 0.834 0.059
H -0.077 -2.241 -1.138 0.119
F -7.738 -3.625 -0.712 0.097
C -6.927 -2.748 -0.098 -0.149
C -7.326 -2.124 1.078 -0.141
F -8.534 -2.404 1.586 0.108
C -6.503 -1.221 1.726 -0.129
F -6.948 -0.634 2.848 0.107
C -5.229 -0.892 1.227 -0.352
O -4.441 -0.016 1.764 -0.238
C -4.870 -1.570 0.058 -0.148
F -3.624 -1.265 -0.457 -0.017
C -5.675 -2.460 -0.619 -0.147
F -5.256 -3.042 -1.746 0.119

***

64
Properties=species:S:1:pos:R:3:mulliken_spin:R:1 method="wB97M-V/def2-TZVPD" total_energy_ha=-3507.00708 spin_multiplicity=4 charge=-1 homo_ev="-3.257 / -3.258" s_squared=3.794 relative_energy_kcal_mol=0.0 homo_lumo_gap_ev="5.43 / 5.21" lumo_energy_ev="2.17 / 1.95"
Cr -1.487 -0.252 -0.876 3.169
C -2.304 1.207 1.625 0.016
N -1.699 -0.100 1.226 -0.055
C -0.314 -0.204 1.755 -0.013
C 0.607 0.638 0.903 -0.025
N 0.622 0.138 -0.504 -0.072
C 1.122 1.218 -1.391 0.032
C 1.479 -1.044 -0.591 0.055
C 2.859 -0.904 -0.480 -0.005
C 3.685 -2.013 -0.541 0.006
C 3.123 -3.274 -0.705 -0.002
C 1.752 -3.416 -0.794 0.011
C 0.902 -2.304 -0.733 -0.029
S -0.839 -2.514 -0.799 -0.060
C -2.590 -1.158 1.691 0.009
C -2.477 -1.674 2.972 -0.011
C -3.375 -2.631 3.423 0.004
C -4.397 -3.055 2.585 -0.002
C -4.509 -2.535 1.306 0.014
C -3.607 -1.584 0.832 0.020
S -3.735 -0.952 -0.807 -0.058
H -2.401 1.224 2.713 0.002
H -3.281 1.289 1.156 0.000
H -1.684 2.037 1.293 0.001
H -0.026 -1.256 1.732 0.001
H -0.269 0.156 2.788 0.001
H 1.620 0.636 1.312 0.006
H 0.280 1.682 0.879 0.017
H 2.104 1.567 -1.070 0.004
H 0.447 2.068 -1.329 0.000
H 1.188 0.835 -2.409 -0.004
H 3.293 0.076 -0.324 0.000
H 4.757 -1.892 -0.452 0.000
H 3.758 -4.151 -0.754 0.000
H 1.307 -4.397 -0.906 0.001
H -1.686 -1.333 3.626 -0.001
H -3.275 -3.039 4.420 0.000
H -5.104 -3.802 2.924 0.000
H -5.293 -2.879 0.642 0.001
O -2.269 3.269 -2.665 0.014
C -1.982 2.142 -2.319 -0.002
O -1.917 1.659 -1.129 -0.019
C -1.632 1.118 -3.395 0.026
C -1.604 1.446 -4.738 -0.007
C -1.286 0.456 -5.651 0.012
C -1.016 -0.826 -5.193 -0.005
C -1.067 -1.079 -3.835 0.032
N -1.366 -0.118 -2.957 -0.074
H -1.831 2.465 -5.014 0.000
H -1.251 0.677 -6.710 0.001
H -0.766 -1.629 -5.873 -0.001
H -0.869 -2.054 -3.409 -0.007
Te 0.616 4.492 1.065 0.000
C 2.226 3.337 1.795 0.000
C 2.217 2.785 3.084 0.000
C 3.215 1.924 3.519 0.000
C 4.272 1.586 2.682 0.000
C 4.320 2.146 1.411 0.000
C 3.317 3.006 0.981 0.001
H 1.393 3.028 3.746 0.000
H 3.165 1.510 4.520 0.000
H 5.049 0.910 3.018 0.000
H 5.144 1.909 0.745 0.000
H 3.368 3.431 -0.016 0.000